# 1
A structure of composition C5H10CoO8, computed with ωB97M-V/def2-TZVPD.

Last column: Löwdin spin population.
Atoms and positions in Å:
Co -29.6542 5.7619 13.5913  2.73
C -28.1413 6.3535 11.6619  0.00
O -27.2411 6.5883 10.8251  0.01
O -28.5444 7.2366 12.5598  0.04
O -28.7885 5.2229 11.7732  0.06
C -28.9871 3.9663 15.2145  0.00
O -28.1879 4.9252 14.8333  0.05
O -28.6935 3.0873 16.0612  0.01
O -30.1842 4.0544 14.6520  0.05
C -32.0211 8.6541 15.5555  0.00
C -31.2224 7.4326 15.9720  0.00
O -30.1274 7.2290 15.0934  0.02
H -32.5152 8.4503 14.6014  0.00
H -31.3684 9.5035 15.3465  0.00
H -32.7864 8.9199 16.2892  0.00
H -31.8503 6.5410 15.9772  0.00
H -30.8251 7.5093 16.9904  0.00
H -29.3519 7.6825 15.4343  0.00
C -32.0013 6.5517 11.7128  0.00
O -31.7134 5.9787 12.9745  0.02
H -32.2209 5.7882 10.9634  0.00
H -32.8299 7.2711 11.7715  0.00
H -31.1076 7.0984 11.4133  0.00
H -32.4447 5.4735 13.3353  0.00

Output
Total charge: -2
E_LUMO (spin up / spin down) (eV): 4.97 / 4.96
Orbital gap (spin up / spin down) (eV): 4.743 / 5.181
Spin multiplicity: 4
HOMO level (spin up / spin down) (Eh): 0.0082 / -0.0081


# 2
A cluster of 2 separate species, C5H10F4N2P in total, computed with ωB97M-V/def2-TZVPD.

Last column: Mulliken charge in e.
Atoms and positions in Å:
C -2.9328 -1.3922 -1.1623  -0.98
P -1.1920 -1.1843 -0.8509  0.26
N -0.6482 -1.7077 0.6192  -0.48
C -0.7559 0.6356 -1.0321  0.72
F -0.7901 1.1930 0.1933  -0.23
F -1.7075 1.1943 -1.8019  -0.26
C 0.6291 0.8283 -1.6694  0.08
F 1.5007 0.0625 -0.9517  -0.22
F 0.5748 0.3433 -2.9304  -0.24
H -3.1306 -1.1690 -2.2191  0.39
H -3.1801 -2.4432 -0.9611  0.38
H -3.5330 -0.7244 -0.5311  0.41
H -0.4626 -1.8581 -1.8259  0.23
H -0.2294 -2.6349 0.5694  0.31
H -1.3590 -1.6985 1.3490  0.30
H 0.9472 1.8785 -1.6670  0.33
C 2.5839 1.2201 2.0663  -0.48
C 2.9691 1.8939 3.2975  0.09
N 3.2657 2.4294 4.2666  -0.30
H 2.9046 1.7971 1.2002  0.26
H 3.0447 0.2350 2.0114  0.30
H 1.5015 1.1014 2.0301  0.13

Output
Total charge: +1
E_LUMO (eV): -3.85
Orbital gap (eV): 10.039
HOMO level (Eh): -0.5106


# 3
A structure of composition C5H10FN, computed with ωB97M-V/def2-TZVPD.

Last column: Mulliken charge in e.
Atoms and positions in Å:
C -0.8008 1.0629 1.6237  -0.71
C -0.5129 -1.1904 0.6158  -0.54
C 0.4103 -1.3248 -0.5085  -0.58
C 0.6159 0.0716 -0.3802  0.08
C 0.5637 0.7173 -1.9027  -0.81
H -1.4415 2.3245 1.5550  0.24
H -1.6188 0.2088 2.5322  0.22
H 0.2783 1.2411 2.1136  0.28
H -1.5164 -1.6679 0.7554  0.32
H 0.1898 -1.3150 1.5087  0.30
H -0.0812 -1.4101 -1.4838  0.21
H 1.3223 -2.0292 -0.4561  0.27
H 1.2808 0.6998 0.2344  0.35
H -0.1221 0.3332 -2.4651  0.49
H 0.4056 1.7148 -1.7009  0.38
N -0.6915 0.2093 0.3575  -0.22
F 1.7187 0.3542 -2.3989  -0.29

Output
Total charge: 0
E_LUMO (eV): 0.93
Relative energy (zero: lowest compared OMol25 entry of this formula, charge and spin) (kcal per mole): 135.3
Orbital gap (eV): 9.703
HOMO level (Eh): -0.3222


# 4
A structure of composition C5H10FN2, computed with ωB97M-V/def2-TZVPD.

Last column: Mulliken charge in e.
Atoms and positions in Å:
C -0.8660 -2.3968 1.3446  0.04
C 1.7145 0.5508 -0.2989  -1.26
C -0.1554 0.1609 1.3987  -0.84
C -0.5079 1.7193 -1.9512  -0.76
C 0.2897 0.6512 0.1416  1.03
N -0.6119 1.1977 -0.6118  -0.32
N -1.5994 -2.9762 0.6473  -0.14
F -0.0069 -2.7693 2.2765  -0.11
H 2.0932 1.4968 -0.8862  0.35
H 2.3476 0.3665 0.5573  0.37
H 2.0409 -0.3943 -0.9240  0.27
H 0.6690 0.1665 2.1857  0.39
H -0.3373 -1.1307 1.2788  0.25
H -0.9930 0.6756 1.6623  0.48
H 0.4603 1.8375 -2.2992  0.37
H -1.1024 1.0513 -2.5596  0.29
H -1.0092 2.8049 -1.9820  0.26
H -2.4257 -3.0119 0.0201  0.34

Output
Total charge: +1
E_LUMO (spin up / spin down) (eV): -6.86 / -6.86
Relative energy (zero: lowest compared OMol25 entry of this formula, charge and spin) (kcal per mole): 140.3
Orbital gap (spin up / spin down) (eV): 6.764 / 6.765
HOMO level (spin up / spin down) (Eh): -0.5008 / -0.5008


# 5
A cluster of 2 separate species, C5H10N in total, computed with ωB97M-V/def2-TZVPD.

Last column: Mulliken charge in e.
Atoms and positions in Å:
C 3.1606 0.6312 -0.0485  -0.71
C 1.9384 0.1908 -0.0909  0.25
C -0.1513 -0.5578 -0.5477  -0.01
C -0.1057 -1.9574 -0.1244  -1.11
C -1.6013 1.3974 -0.3589  -0.79
N -0.9485 0.2861 0.3680  -0.19
H 3.6725 1.1433 -0.8528  0.29
H 3.7538 0.4787 0.8383  0.28
H -0.9803 -2.4160 -0.5941  0.40
H -0.1557 -2.1502 0.9493  0.39
H 0.7531 -2.4533 -0.5682  0.36
H -2.2234 0.9887 -1.1533  0.35
H -2.2142 1.9951 0.3130  0.38
H -0.8355 2.0221 -0.8139  0.33
H -1.6506 -0.2794 0.8697  0.39
H -0.3235 0.6750 1.0837  0.38

Output
Total charge: +1
E_LUMO (spin up / spin down) (eV): -5.08 / -5.08
Relative energy (zero: lowest compared OMol25 entry of this formula, charge and spin) (kcal per mole): 156.3
Orbital gap (spin up / spin down) (eV): 7.957 / 7.955
HOMO level (spin up / spin down) (Eh): -0.4792 / -0.4792


# 6
The ion C5H10N with charge +1, computed with ωB97M-V/def2-TZVPD.

Last column: Mulliken charge in e.
Atoms and positions in Å:
C -0.1449 1.9515 -0.7506  -1.05
C 0.2006 0.5274 -0.6003  0.24
C 1.1442 -0.3333 -1.0105  -0.32
C 0.3663 -1.5300 -0.4576  -0.53
N -0.5453 -0.4641 0.1650  0.09
C -0.3606 -0.4753 1.6194  -0.96
H 0.7971 2.4290 -0.8091  0.35
H -0.6242 2.2915 0.2293  0.30
H -0.8529 2.1573 -1.5486  0.30
H 1.9949 -0.3452 -1.6068  0.47
H -0.0025 -2.1109 -1.3191  0.31
H 0.8041 -2.1981 0.2649  0.31
H -1.5303 -0.4686 0.0153  0.37
H 0.6270 -0.6091 1.9633  0.38
H -0.8652 0.4829 1.8329  0.37
H -1.0083 -1.3049 2.0127  0.37

Output
Total charge: +1
SMILES string: CC1=CC[N@H+]1C
E_LUMO (eV): -3.09
Relative energy (zero: lowest compared OMol25 entry of this formula, charge and spin) (kcal per mole): 37.7
Orbital gap (eV): 11.577
HOMO level (Eh): -0.5389


# 7
The ion C5H10N with charge +1, computed with ωB97M-V/def2-TZVPD.

Last column: Mulliken charge in e.
Atoms and positions in Å:
C 0.4408 1.6343 0.0694  -1.23
C 0.2773 0.1008 -0.0345  0.77
C -1.1494 -0.5166 0.0072  0.05
N -2.4356 -0.0612 -0.0585  -0.29
C 1.3139 -0.8362 -0.7682  -0.66
C 1.2512 -0.8564 0.7227  -0.57
H 1.4083 1.9909 -0.4070  0.34
H 0.5323 1.9454 1.2041  0.29
H -0.4315 2.0706 -0.3400  0.41
H -0.9602 -1.6367 -0.0447  0.21
H -2.4463 0.9043 -0.3299  0.25
H -3.2543 -0.6457 -0.0627  0.27
H 1.9926 -0.1903 -1.3326  0.28
H 0.9936 -1.8038 -1.1576  0.26
H 0.6799 -1.7458 1.0226  0.28
H 1.7875 -0.3536 1.5096  0.32

Output
Total charge: +1
SMILES string: CC1(C=[NH2+])CC1
E_LUMO (eV): -4.86
Relative energy (zero: lowest compared OMol25 entry of this formula, charge and spin) (kcal per mole): 39.1
Orbital gap (eV): 10.000
HOMO level (Eh): -0.5462


# 8
A cluster of 3 separate species, C5H10N in total, computed with ωB97M-V/def2-TZVPD.

Last column: Löwdin spin population.
Atoms and positions in Å:
C 1.0132 1.5361 0.7945  0.02
C -3.0553 0.5204 0.6115  0.78
C 0.6479 2.1381 -0.1623  0.02
C -2.7510 0.5026 -0.7442  0.34
C -2.7797 -0.8118 0.2197  0.46
N 4.6829 -1.7842 -0.2900  0.17
H 1.3529 1.1357 1.7231  0.00
H 0.2673 2.5581 -0.9797  0.00
H -1.7627 0.5285 -1.0731  0.03
H -3.5616 0.9416 1.4313  0.06
H -3.6839 0.7304 -1.4124  0.04
H -1.8194 -1.1754 0.2507  0.03
H -3.5848 -1.5374 0.2574  0.02
H 5.3703 -2.0274 -0.9897  0.00
H 4.6811 -2.4099 0.4869  0.00
H 4.9829 -0.8454 -0.1239  0.00

Output
Total charge: +1
E_LUMO (spin up / spin down) (eV): -2.45 / -10.23
Relative energy (zero: lowest compared OMol25 entry of this formula, charge and spin) (kcal per mole): 128.8
Orbital gap (spin up / spin down) (eV): 10.971 / 1.927
Spin multiplicity: 3
HOMO level (spin up / spin down) (Eh): -0.4932 / -0.4468


Number 1: strongest force on any atom 0.0397 hartree/bohr, total energy -2181.26123 Eh. Number 2: strongest force on any atom 0.0161 hartree/bohr, total energy -1046.57775 Eh. Number 3: strongest force on any atom 0.1482 hartree/bohr, total energy -350.91017 Eh. Number 4: strongest force on any atom 0.0845 hartree/bohr, total energy -405.43744 Eh. Number 5: strongest force on any atom 0.0420 hartree/bohr, total energy -250.75620 Eh. Number 6: strongest force on any atom 0.0685 hartree/bohr, total energy -250.94529 Eh. Number 7: strongest force on any atom 0.1008 hartree/bohr, total energy -250.94294 Eh. Number 8: strongest force on any atom 0.0909 hartree/bohr, total energy -250.65408 Eh.